1.
DFT (the ωB97M-V functional and the def2-TZVPD basis) results for a structure of composition C21H23ClN4OS at a distorted geometry.

The geometry in XYZ format:
```
51
Properties=species:S:1:pos:R:3:forces:R:3
O 2.372 0.207 0.150 -1.6047 0.3434 0.4142
C 1.186 -0.100 -0.037 5.5878 -0.9565 -9.2053
C 0.586 -0.497 -1.349 9.5881 1.4771 -3.8445
C -0.617 -0.814 -1.542 -2.6118 -0.2084 -3.4458
N -1.406 -0.794 -0.553 -6.6896 -1.7822 0.8855
C -0.904 -0.734 0.599 -5.9708 -1.7060 -1.2005
N -1.648 -0.962 1.661 -8.7607 2.4867 -3.0078
C -3.340 -1.047 1.337 2.5851 -3.1960 -0.8547
H -3.571 -0.601 0.366 0.3115 -0.1657 0.4534
H -3.441 -2.169 1.355 0.2959 0.7217 -0.9889
C -4.226 -0.684 2.451 10.6601 8.6782 0.5199
N -3.803 -1.182 3.631 1.3195 -1.3645 8.9853
H -4.207 -0.680 4.564 -0.0496 -1.7155 -3.4466
C -2.362 -1.025 4.079 0.0231 3.7778 -2.6414
C -1.520 -1.411 2.882 6.7526 -5.4135 5.4547
H -0.297 -1.469 3.090 -2.9315 0.8353 0.3365
H -1.527 -2.546 2.930 -0.8579 0.3967 -0.4519
H -1.946 -1.489 4.994 -1.1496 -0.3399 -0.6135
H -2.226 0.131 4.230 -0.0292 -1.5599 -0.0687
H -5.120 -0.868 2.352 -9.2616 -1.5142 -1.7902
H -3.965 0.615 2.503 -1.4181 -2.5581 -0.3009
N 0.288 -0.424 0.761 2.6594 3.1712 11.3668
C 0.499 0.326 2.051 1.6576 0.3124 1.9269
C 1.785 -0.051 2.746 -13.7058 13.7458 4.3673
C 1.760 0.930 3.821 12.9756 -10.3089 -0.6352
C 1.137 1.838 4.454 -1.7904 1.0575 -1.1688
C 0.183 2.245 3.705 -8.9932 -1.2848 -6.4287
C -0.432 1.398 2.496 14.6646 -4.0396 8.8323
H -1.047 1.640 1.895 -8.6729 3.7043 -7.1670
Cl -0.963 3.350 4.283 -0.7608 1.4975 0.4058
H 1.301 2.355 5.259 1.8046 2.1836 4.6241
H 2.886 0.709 4.405 -2.8623 0.5062 -1.1677
H 2.338 -0.689 2.439 7.3612 -7.5852 -3.2139
S -0.961 -1.092 -3.236 -3.6119 -0.8693 -0.5585
C 0.632 -0.785 -3.778 -5.2861 -2.2600 -4.3648
C 1.234 -0.608 -2.720 9.3992 5.5746 7.5450
C 2.706 0.055 -3.013 2.6368 -9.8937 4.8029
H 3.465 -0.239 -1.977 -2.3442 1.8773 -2.7868
C 2.884 1.215 -3.763 1.0496 3.9655 -1.8306
C 1.703 1.392 -4.772 2.2042 13.4550 10.3768
C 1.559 0.423 -5.601 -1.2823 -2.1061 -14.0147
H 0.759 0.642 -6.461 1.2197 0.6294 1.6764
H 2.407 0.352 -6.426 -0.7612 -0.0059 2.0107
C 1.127 -0.822 -5.201 -7.9017 -3.3704 1.1156
H 0.112 -1.254 -5.922 3.2961 0.8936 2.1610
H 1.815 -1.518 -5.106 3.3983 -3.6306 -0.4567
H 2.010 2.540 -5.066 -1.0576 -2.9183 -0.6913
H 0.922 1.773 -3.901 0.5975 -1.6869 -2.7590
H 2.829 2.100 -3.030 0.6115 -0.7489 -1.4336
H 3.842 1.174 -4.445 -1.3635 0.3489 1.7964
H 3.201 -0.856 -3.588 -0.9304 1.5494 0.4806
```
Positions in Å, forces in eV/Å.

- LUMO level (eV) = 0.17
- total charge = 0
- energy above the lowest of the compared OMol25 structures with the same formula, charge and spin (eV) = 22.7671
- total energy (eV) = -53495.5369

Results of the Löwdin charge analysis, in e, for atoms 1 through 6: 0.070 -0.382 -0.064 -0.582 0.175 -0.424

2.
DFT (the ωB97M-V functional and the def2-TZVPD basis) results for a cluster of 2 separate species, C21H23F5N3O5 in total at a distorted geometry.

The geometry in XYZ format:
```
57
Properties=species:S:1:pos:R:3:forces:R:3
C -0.209 0.085 -2.878 0.5285 0.0639 -0.3121
C 0.845 -0.810 -2.301 -0.3092 -0.1054 -0.2209
O 0.802 -2.005 -2.463 -0.0681 -0.3413 0.4436
N 1.872 -0.194 -1.536 0.1388 -0.3066 -0.7322
C 2.735 0.594 -2.454 -0.1672 0.3292 0.5125
C 2.643 -1.201 -0.813 0.1675 0.3187 0.2659
C 3.835 -0.593 -0.087 0.0557 -0.3325 -0.1534
C 4.411 -1.563 0.954 0.0781 0.2762 -0.1294
C 4.136 -1.082 2.392 -0.3631 -0.5054 -0.6483
C 2.682 -1.327 2.723 -0.0589 -0.3684 0.1769
C 2.225 -2.645 2.708 0.0794 1.0228 0.1374
N 0.936 -2.915 2.962 0.0009 -0.0731 0.0125
C 0.029 -1.972 3.235 0.1720 0.8902 0.1110
C 0.421 -0.639 3.291 0.2844 -0.6446 -0.0561
C -0.645 0.386 3.626 -0.5810 -0.7146 -0.1663
F -1.793 -0.022 3.016 0.0120 0.0760 -0.0218
F -0.356 1.603 3.160 0.2665 0.1289 0.0643
C -0.984 0.436 5.138 -0.4678 0.5777 -0.1439
F -1.948 1.328 5.330 0.1461 -0.0198 0.0449
F -1.446 -0.764 5.507 0.2595 -0.1005 0.0952
F 0.076 0.761 5.855 0.1111 -0.1485 0.0743
C 1.759 -0.322 3.042 -0.2377 -0.1135 -0.1461
C 2.222 1.116 3.123 -0.3966 -0.2645 -0.8380
O 2.404 1.645 4.154 0.5445 0.3365 1.2554
O 2.439 1.707 1.937 -0.2022 0.3202 -0.1103
H 0.148 1.095 -3.026 -0.1780 0.2121 0.1009
H -0.528 -0.320 -3.832 -0.0626 -0.0734 -0.1039
H -1.068 0.113 -2.220 -0.0683 -0.0164 0.2600
H 2.159 0.999 -3.276 -0.1027 -0.0033 -0.0689
H 3.157 1.436 -1.915 0.2409 0.0440 -0.0133
H 3.529 -0.026 -2.869 0.0677 -0.0743 -0.0612
H 3.017 -1.991 -1.469 -0.1396 -0.1025 -0.1263
H 1.962 -1.668 -0.099 -0.0567 -0.1315 0.0267
H 4.601 -0.381 -0.826 0.1270 0.1799 -0.0249
H 3.569 0.350 0.379 -0.0236 0.1442 0.0234
H 3.987 -2.552 0.776 0.0513 -0.1549 0.1021
H 5.482 -1.671 0.816 0.1595 0.0364 0.0950
H 4.752 -1.642 3.090 0.0990 0.0783 0.2246
H 4.388 -0.028 2.422 0.0363 0.1070 0.3790
H 2.896 -3.457 2.489 -0.1104 -0.2799 0.0110
H 0.624 -3.880 2.953 0.0416 -0.0339 -0.0514
H -0.990 -2.262 3.421 -0.0836 -0.2450 -0.0376
H 1.680 1.586 1.346 0.1962 -0.1817 -0.2687
C -7.049 1.357 -3.301 0.0181 0.0014 -0.0016
C -6.415 1.300 -4.535 -0.0292 0.0069 0.1134
C -5.046 1.497 -4.622 -0.0299 -0.0361 -0.2016
C -4.334 1.744 -3.463 -0.1605 -0.0352 0.0205
C -4.948 1.810 -2.225 -0.0199 0.0119 0.2022
C -6.317 1.615 -2.149 -0.0313 -0.0275 -0.1049
N -2.879 1.933 -3.550 0.0526 0.0682 -0.0393
O -2.367 1.890 -4.649 0.0168 -0.0119 0.0021
O -2.262 2.115 -2.516 -0.2157 0.1567 0.0470
H -8.117 1.199 -3.236 -0.0045 0.0103 -0.0016
H -6.986 1.101 -5.430 0.0106 0.0056 -0.0163
H -4.548 1.455 -5.579 0.1002 0.0171 0.0515
H -4.374 2.010 -1.334 0.0967 0.0148 -0.0647
H -6.814 1.663 -1.190 0.0086 0.0111 0.0116
```
Positions in Å, forces in eV/Å.

- LUMO level (eV) = -4.86
- total charge = +1
- energy above the lowest of the compared OMol25 structures with the same formula, charge and spin (eV) = 0.2349
- total energy (eV) = -50436.6500

Results of the Löwdin charge analysis, in e, for atoms 1 through 6: -0.008 -0.497 0.092 -0.105 -0.037 -0.207

3.
DFT (the ωB97M-V functional and the def2-TZVPD basis) results for an isolated molecule of C21H23N3O3S2.

The geometry in XYZ format:
```
52
Properties=species:S:1:pos:R:3:forces:R:3
C 3.205 1.959 4.279 0.0696 0.0571 0.1087
C 3.250 1.944 2.962 -0.0646 -0.1595 -0.1994
C 2.821 0.771 2.132 0.3225 -0.2847 0.3281
N 1.633 1.100 1.358 -0.2285 -0.1583 -0.0427
C 1.704 1.931 0.289 -0.0936 0.5674 -0.4734
S 3.286 2.262 -0.430 0.3822 0.0994 -0.0981
C 2.889 1.723 -2.154 0.0276 0.2907 0.3131
C 1.895 0.609 -2.127 -0.1218 -0.3179 -0.2022
C 2.133 -0.528 -1.361 0.0784 0.0011 -0.1716
C 1.141 -1.467 -1.157 -0.1323 -0.0384 -0.0919
C -0.113 -1.296 -1.738 0.1209 0.3450 -0.0720
C -1.268 -2.192 -1.441 0.1501 -0.1399 -0.0530
O -2.417 -1.789 -1.438 -0.2387 0.1306 -0.0690
N -0.951 -3.483 -1.186 0.2043 -0.2807 0.1548
C -1.931 -4.448 -0.756 -0.1901 -0.1970 0.3003
C -1.775 -4.788 0.737 0.1531 0.3558 -0.2935
O -2.726 -5.726 1.165 -0.3790 -0.2864 0.0383
C -0.331 -0.193 -2.558 -0.0754 -0.2213 0.0195
C 0.661 0.750 -2.750 0.2023 -0.2164 -0.0587
N 0.688 2.391 -0.360 0.4548 0.5445 -0.1073
C -0.511 1.899 -0.012 -0.3601 -0.5770 0.5477
S -1.963 2.286 -0.852 0.0770 -0.3251 0.4043
C -2.838 1.091 0.070 0.4286 0.1747 0.0649
C -4.264 0.812 -0.231 0.0183 -0.0886 -0.0212
C -2.056 0.455 0.987 -0.2773 0.1377 -0.1308
C -2.561 -0.634 1.874 -0.0070 -0.0317 0.0120
C -0.710 0.921 0.956 -0.0176 0.5610 -0.5114
C 0.414 0.497 1.748 0.0232 0.0640 -0.0721
O 0.406 -0.310 2.658 -0.0668 -0.1890 0.2568
H 3.515 2.817 4.850 0.0669 0.1981 0.0646
H 2.859 1.106 4.841 -0.0931 -0.2085 0.0593
H 3.588 2.804 2.398 0.0827 0.2111 0.0601
H 3.624 0.487 1.443 -0.1674 -0.0645 0.0928
H 2.550 -0.075 2.768 0.0936 0.1411 -0.1554
H 2.509 2.586 -2.697 0.0281 -0.1033 -0.0639
H 3.855 1.420 -2.558 -0.0069 0.0351 -0.0357
H 3.094 -0.652 -0.880 0.0633 0.0147 0.0946
H 1.337 -2.297 -0.494 0.0097 -0.0774 0.0723
H 0.013 -3.773 -1.196 -0.0469 0.1443 -0.1095
H -1.843 -5.363 -1.349 -0.0684 0.0752 0.0543
H -2.912 -3.999 -0.936 0.1110 -0.1333 0.0011
H -0.802 -5.252 0.916 -0.0130 0.1179 -0.0042
H -1.833 -3.863 1.328 0.0968 -0.0550 -0.0877
H -3.607 -5.349 1.064 0.0740 -0.0225 0.0372
H -1.305 -0.065 -3.005 -0.0934 0.0202 -0.0065
H 0.460 1.625 -3.349 -0.0268 0.1262 -0.0252
H -4.333 -0.149 -0.743 -0.0824 -0.0444 -0.0545
H -4.680 1.583 -0.874 -0.1654 0.0223 -0.0262
H -4.848 0.755 0.686 -0.0937 0.0328 0.0211
H -1.754 -1.003 2.500 -0.0743 -0.0753 0.0562
H -3.367 -0.269 2.509 -0.0793 -0.0379 0.0852
H -2.953 -1.444 1.260 -0.0751 -0.1340 -0.0102
```
Positions in Å, forces in eV/Å.

- LUMO level (eV) = 0.36
- total charge = 0
- energy above the lowest of the compared OMol25 structures with the same formula, charge and spin (eV) = 0.7440
- total energy (eV) = -54434.3754

Results of the Löwdin charge analysis, in e, for atoms 1 through 6: 0.030 -0.156 -0.181 0.021 -0.598 0.985

4.
DFT (the ωB97M-V functional and the def2-TZVPD basis) results for an isolated molecule of C21H23N3O5S.

The geometry in XYZ format:
```
53
Properties=species:S:1:pos:R:3:forces:R:3
C 3.149 -1.791 0.452 0.1167 -0.1424 -0.1516
C 3.344 -2.388 -0.942 -0.1126 0.0313 -0.0139
C 3.634 -1.288 -1.959 0.0501 -0.2017 0.1313
C 2.173 -3.289 -1.370 0.0313 0.1659 0.0615
C 0.849 -2.596 -1.707 0.3613 -0.2535 -0.3947
N 0.188 -1.986 -0.563 -0.0165 0.2030 -0.2633
C 0.142 -0.606 -0.533 -0.0760 -0.0511 0.0700
O 0.611 0.027 -1.488 0.0148 0.0353 -0.0513
C -0.412 0.021 0.643 -0.2384 0.0401 0.3433
C -0.566 1.482 0.725 0.8695 -0.0543 -0.1826
O -0.921 2.046 1.776 -0.0501 -0.1225 0.3033
N -0.222 2.185 -0.369 0.2915 -0.4221 -0.2023
C -0.583 3.510 -0.594 0.0852 0.4161 0.1274
C 0.361 4.399 -1.111 -0.1781 -0.1480 0.0869
C 0.030 5.721 -1.335 -0.0534 0.0086 -0.0474
C -1.249 6.180 -1.054 -0.0289 -0.0457 0.0535
C -2.199 5.296 -0.576 -0.0208 0.2197 -0.0533
C -1.872 3.972 -0.349 -0.3547 -0.4953 0.0131
S -3.241 2.902 0.121 -0.4996 0.0665 0.3539
N -3.441 3.088 1.759 -0.0764 -0.2887 -0.7294
O -2.924 1.526 -0.133 0.0398 0.2541 0.0786
O -4.413 3.449 -0.495 0.0436 0.3216 0.1154
C -0.880 -0.744 1.697 0.2790 0.2939 -0.3473
O -1.341 -0.221 2.814 -0.0852 -0.0356 -0.0610
C -0.887 -2.177 1.582 0.0159 -0.2343 0.0342
C -1.431 -2.968 2.602 0.0540 0.0541 -0.1128
C -1.483 -4.333 2.475 -0.0415 -0.0155 0.0827
C -1.005 -4.926 1.310 0.0155 0.1207 0.0035
C -0.459 -4.167 0.299 0.0229 -0.0614 -0.1253
C -0.371 -2.772 0.415 -0.3275 -0.0237 0.6790
H 2.823 -2.550 1.161 -0.0374 -0.0508 0.1351
H 2.415 -0.991 0.438 -0.0437 0.1196 0.0670
H 4.088 -1.372 0.809 0.0644 0.0774 0.0828
H 4.220 -3.048 -0.896 -0.0814 0.0332 -0.0007
H 3.753 -1.708 -2.956 0.0427 0.0043 -0.1715
H 4.553 -0.770 -1.694 0.1167 0.0801 -0.0172
H 2.829 -0.558 -1.980 -0.0585 0.0821 -0.0417
H 2.476 -3.828 -2.272 -0.0354 -0.0781 -0.0065
H 2.013 -4.028 -0.582 0.0206 -0.1041 -0.0584
H 0.167 -3.314 -2.169 0.0037 0.0893 0.0234
H 1.025 -1.793 -2.424 -0.1261 -0.2051 0.0831
H 0.211 1.626 -1.119 -0.1690 0.0789 0.1897
H 1.354 4.034 -1.328 0.1077 -0.0453 0.0334
H 0.772 6.398 -1.730 0.0685 0.0487 -0.0291
H -1.507 7.213 -1.227 -0.0409 0.0841 -0.0154
H -3.219 5.601 -0.404 -0.0859 0.1469 -0.0321
H -2.596 2.823 2.248 0.1418 -0.0076 0.0248
H -3.757 4.014 1.997 -0.1480 0.2383 -0.0349
H -1.302 0.774 2.699 0.1225 -0.1364 -0.0801
H -1.812 -2.469 3.479 -0.0399 0.0151 0.0826
H -1.902 -4.942 3.261 -0.0438 -0.0352 0.0768
H -1.065 -5.997 1.190 0.0060 -0.0797 -0.0361
H -0.118 -4.668 -0.591 0.0839 0.0094 -0.0766
```
Positions in Å, forces in eV/Å.

- LUMO level (eV) = -0.15
- total charge = 0
- energy above the lowest of the compared OMol25 structures with the same formula, charge and spin (eV) = 0.6594
- total energy (eV) = -47695.4547

Results of the Löwdin charge analysis, in e, for atoms 1 through 6: -0.060 -0.413 -0.071 -0.150 -0.121 0.047

Calculated orbital gap, 7.974 6.974 8.140 8.677 eV (same order as the records).